Formula: C5H6N2
Source: the Open Molecules 2025 dataset
Level of theory: ωB97M-V/def2-TZVPD

The charge is 0. The value obtained for the HOMO-LUMO gap is 10.84 eV. The SMILES is N#C[C@H]1C=N1.C=C. The energy above the lowest of the compared OMol25 structures with the same formula, charge and spin comes out at 82.7 kcal per mole.

Structure (XYZ):
```
13
Properties=species:S:1:pos:R:3:forces:R:3:lowdin_charge:R:1
N 0.69746 -2.39173 1.04532 -0.78 0.54 -0.78 0.153
C -0.04772 -1.91440 0.29793 0.69 -0.46 0.69 -0.203
C -1.03044 -1.41806 -0.64982 -0.15 -0.40 0.07 -0.262
C -1.31796 -0.01407 -0.84494 0.08 -0.11 -0.43 -0.129
N -0.59377 -0.46847 -1.75606 -0.32 0.24 0.29 0.179
H -1.77169 -2.16329 -0.92453 0.10 0.02 0.03 0.121
H -1.84139 0.88231 -0.54258 0.10 -0.14 -0.04 0.118
C 0.52442 1.72907 0.55764 0.14 0.03 0.01 -0.101
C 1.45052 0.77693 0.56687 -0.06 0.07 0.08 -0.090
H 0.11057 2.10058 -0.37886 0.07 -0.07 0.21 0.044
H 0.13981 2.17316 1.47629 0.26 0.01 -0.20 0.056
H 1.91210 0.44825 1.49315 -0.14 -0.06 -0.10 0.056
H 1.76809 0.25972 -0.34040 0.01 0.33 0.19 0.058
```
Forces are in eV/Å.



Formula: C3H7NS3
Source: the Open Molecules 2025 dataset
Level of theory: ωB97M-V/def2-TZVPD

The charge is 0. The value obtained for the HOMO-LUMO gap is 9.15 eV. The SMILES is S=CN(S)CCS. The energy above the lowest of the compared OMol25 structures with the same formula, charge and spin comes out at 17.4 kcal per mole.

Structure (XYZ):
```
14
Properties=species:S:1:pos:R:3:forces:R:3:lowdin_charge:R:1
S -2.48737 -0.93389 -0.50889 -0.07 -0.21 0.26 0.662
C -1.64878 0.44471 -0.63933 0.51 1.03 -0.67 -0.784
N -0.53351 0.84264 0.03610 -0.28 -0.65 -0.58 -0.598
S 0.14400 2.35161 -0.32064 -0.76 0.77 0.63 0.847
C 0.11153 -0.01189 1.02510 -0.55 0.12 0.12 -0.345
C 0.76087 -1.27742 0.52418 0.66 -0.57 0.36 -0.535
S 1.88538 -0.94309 -0.89589 -0.45 -0.12 0.34 0.699
H -1.90222 1.21997 -1.38652 -0.16 -0.42 0.38 0.052
H 1.13986 1.94303 -1.05939 0.87 -0.37 -0.65 -0.167
H -0.66363 -0.21108 1.74927 -0.15 -0.50 0.48 0.113
H 0.85508 0.58560 1.47625 0.76 0.75 0.64 0.081
H -0.02193 -1.99249 0.26764 0.40 -0.14 -0.13 0.030
H 1.42140 -1.70095 1.35121 -0.91 0.51 -1.08 0.100
H 0.93932 -0.31674 -1.61910 0.14 -0.19 -0.09 -0.156
```
Forces are in eV/Å.



Formula: C6H6N2
Source: the Open Molecules 2025 dataset
Level of theory: ωB97M-V/def2-TZVPD

The charge is +2. The value obtained for the HOMO-LUMO gap (alpha / beta) is 7.40 / 7.40 eV. The energy above the lowest of the compared OMol25 structures with the same formula, charge and spin comes out at 120.4 kcal per mole.

Structure (XYZ):
```
14
Properties=species:S:1:pos:R:3:forces:R:3:lowdin_charge:R:1
C 1.55834 1.72373 0.01418 4.25 -1.39 -0.17 0.154
C 0.33811 1.25212 0.08605 -3.02 1.60 -0.54 0.117
C 1.42754 -0.66581 -0.20755 -4.71 -1.47 -0.85 0.091
C 2.34725 0.43995 -0.16332 0.49 0.99 0.57 0.001
C 3.78008 -1.21406 0.27459 2.65 -4.28 1.46 0.370
C -1.03349 -0.77407 0.02556 -1.99 -1.04 -0.32 0.063
N 3.54958 -0.12097 -0.07440 -0.95 5.72 -1.10 0.186
N 0.21859 -0.19597 -0.19253 3.52 -0.24 1.99 -0.028
H 2.09523 2.66931 0.16832 -0.86 -0.16 -0.10 0.176
H -0.62818 1.80949 0.25350 1.20 -0.63 -0.09 0.203
H 1.67986 -1.73504 -0.15726 -0.26 0.43 -0.31 0.180
H -1.52736 -0.37664 -0.83024 -1.36 0.20 -1.18 0.134
H -1.56488 -0.16673 0.82375 0.62 -1.40 -0.25 0.171
H -1.12395 -1.90908 -0.09883 0.43 1.67 0.90 0.182
```
Forces are in eV/Å.



Formula: C6H7NO
Source: the Open Molecules 2025 dataset
Level of theory: ωB97M-V/def2-TZVPD

The charge is 0. The value obtained for the HOMO-LUMO gap is 9.76 eV. The SMILES is COc1ccccn1. The energy above the lowest of the compared OMol25 structures with the same formula, charge and spin comes out at 91.9 kcal per mole.

Structure (XYZ):
```
15
Properties=species:S:1:pos:R:3:forces:R:3:lowdin_charge:R:1
C 1.47704 0.08829 -2.29995 8.92 -11.85 8.35 0.041
O 1.57688 0.10272 -0.78696 -1.77 0.49 0.70 -0.125
C 0.36236 0.03526 -0.03506 5.87 0.50 -1.76 -0.343
C 0.59556 0.15984 1.34065 1.64 0.39 -0.82 0.011
C -0.57893 0.18167 2.02923 4.82 -0.55 3.15 -0.105
C -1.71696 -0.08136 1.44503 3.93 1.34 -7.62 -0.094
C -1.76619 -0.25484 0.07978 -3.71 0.73 -2.39 -0.111
N -0.71800 -0.12995 -0.71395 -0.70 -0.15 0.30 0.133
H 0.96949 0.73748 -2.52851 -10.64 11.23 -4.83 -0.058
H 1.26960 -0.97684 -2.37760 -0.08 0.43 -1.69 0.114
H 2.44451 0.45920 -2.42283 1.93 -0.40 -1.21 0.085
H 1.68213 0.21015 1.77510 -2.50 0.04 -1.00 0.163
H -0.41879 0.09532 3.09322 -0.72 0.52 0.45 0.120
H -2.40100 -0.31798 1.97739 -9.12 -2.37 6.23 0.011
H -2.77771 -0.30898 -0.57554 2.14 -0.34 2.14 0.158
```
Forces are in eV/Å.



Formula: C4H34O14
Source: the Open Molecules 2025 dataset
Level of theory: ωB97M-V/def2-TZVPD

The charge is +1. The value obtained for the HOMO-LUMO gap (alpha / beta) is 7.31 / 3.81 eV. The multiplicity is 2. The energy above the lowest of the compared OMol25 structures with the same formula, charge and spin comes out at 33.7 kcal per mole. As for the expectation value of S²: 0.76.

Structure (XYZ):
```
52
Properties=species:S:1:pos:R:3:forces:R:3:mulliken_spin:R:1
C 1.18733 2.72403 -1.39109 0.10 0.86 -1.64 0.109
C -0.25778 2.40374 -1.99127 -1.48 -1.46 -0.06 0.160
C -0.52480 3.26860 -3.21032 3.26 1.47 -1.04 0.021
C -1.38551 2.71165 -0.99556 -0.80 -1.80 -0.65 0.022
O 1.54066 3.84848 -1.42866 0.22 -0.56 0.82 0.587
H 1.85753 1.84823 -1.30118 0.06 -0.15 0.79 0.046
H -0.25547 1.29421 -2.19379 0.38 1.07 0.30 0.003
H 0.10869 3.14200 -4.20289 -1.40 -0.25 2.20 0.002
H -0.27970 4.29928 -2.84426 -0.70 -0.58 -0.71 -0.002
H -1.56519 3.15573 -3.33891 -1.11 0.06 -0.82 0.007
H -2.22913 2.11081 -1.43299 0.37 0.77 -0.29 0.037
H -1.71165 3.74104 -0.90666 0.36 0.09 0.20 0.001
H -1.39405 2.11429 -0.10091 0.65 0.42 0.97 0.000
H 0.08481 1.40626 1.29388 0.75 0.44 0.51 0.000
H -0.76810 0.29069 1.15993 -0.30 -1.25 0.11 -0.001
O -0.18214 0.65845 1.83568 0.06 0.56 -1.08 0.001
H 2.29840 -0.01366 -1.85459 0.33 -1.58 0.22 0.003
H 2.39830 -1.41775 -1.07168 1.25 -1.36 -0.54 0.001
O 1.96721 -0.58774 -1.14168 -1.27 3.25 -0.02 0.003
H -0.61493 -0.81438 -1.30498 -0.68 -0.48 -0.14 0.001
H 0.38059 -0.87657 -0.29661 1.19 -0.24 0.52 0.000
O -0.55983 -1.00623 -0.35911 -0.91 0.86 -0.65 -0.001
H 1.73211 -4.00200 -0.16011 0.44 -0.28 -0.36 0.000
H 0.30220 -4.12623 -0.35237 -0.65 -0.21 -0.43 0.000
O 1.11785 -4.37890 -0.80785 0.10 0.35 1.03 0.000
H -3.65520 -1.95865 -2.62164 0.38 -0.26 -0.10 0.000
H -3.52720 -0.85781 -3.58211 -0.33 0.80 -0.64 0.000
O -3.04298 -1.61768 -3.29329 -0.02 -0.46 0.83 0.000
H 1.05278 -1.06455 4.31416 0.30 0.33 0.60 0.000
H 0.80002 -0.08038 3.27084 -0.19 0.65 -0.66 0.000
O 1.15310 -0.11164 4.15717 -0.02 -1.03 0.18 0.000
H 2.60292 -3.05225 -3.58941 -0.08 0.16 0.69 0.000
H 2.01720 -3.74514 -2.34570 -0.33 -0.01 0.26 0.000
O 2.34661 -2.89402 -2.66103 0.47 0.03 -1.10 0.000
H -1.85426 -1.08293 3.48443 -1.00 0.25 -0.19 0.000
H -1.64528 0.31580 3.06990 -1.40 -0.24 0.11 0.000
O -2.39483 -0.33808 3.13814 2.19 0.15 0.26 0.000
H 4.04057 1.93732 2.16707 -0.18 -0.06 -0.44 0.000
H 3.35238 2.52716 0.88105 0.95 -1.49 1.12 0.000
O 3.69253 1.67644 1.29561 -0.83 1.61 -0.65 0.001
H -2.24548 -3.13243 0.95258 1.57 -0.76 -0.74 0.000
H -1.26580 -3.56259 1.84640 1.03 -0.45 -0.29 0.000
O -1.27908 -3.44231 0.87846 -2.29 0.24 1.66 0.000
H 2.70145 -0.88102 1.46140 0.54 0.05 -0.50 0.000
H 2.72919 -2.29300 1.85898 0.48 -0.26 -0.31 0.000
O 3.10446 -1.71998 1.16984 -1.01 0.14 0.85 0.000
H -2.93170 -0.80331 1.10076 -0.16 -0.09 0.57 0.000
H -2.54730 -1.93232 0.17684 -0.40 0.88 -0.25 0.000
O -3.29741 -1.60135 0.70267 0.21 -0.30 -0.80 0.000
H -1.33353 2.51313 4.29885 0.72 0.06 -0.96 0.000
H -0.51886 2.60441 2.89989 1.40 -0.68 0.32 0.000
O -1.30168 2.80314 3.36615 -2.22 0.75 0.90 0.000
```
Forces are in eV/Å.



Formula: C14H21BaCl5GeN4O2SSe2
Source: the Open Molecules 2025 dataset
Level of theory: ωB97M-V/def2-TZVPD

The charge is -1. The value obtained for the HOMO-LUMO gap (alpha / beta) is 6.46 / 5.39 eV. The multiplicity is 2. As for the expectation value of S²: 0.75.

Structure (XYZ):
```
51
Properties=species:S:1:pos:R:3:forces:R:3:mulliken_spin:R:1
Ba 0.67430 0.84956 -0.83237 -0.20 0.44 -2.32 0.000
C 0.10315 -0.29949 3.88106 0.08 -0.06 0.10 -0.001
C 0.37382 -0.21653 2.41334 0.23 -0.25 -0.29 -0.001
N -0.06500 0.73232 1.65992 -0.61 -0.05 1.00 -0.004
N -0.74465 1.74580 2.30687 0.14 -0.09 -0.31 0.000
C -1.49986 2.52241 1.55251 0.02 -0.34 0.11 0.000
N -2.08766 3.53512 2.25468 -0.03 0.04 -0.14 0.000
S -1.94852 2.39741 -0.12863 0.10 0.06 0.44 0.002
C 1.24766 -1.27309 1.78473 -0.25 0.39 0.06 0.006
C 1.87285 -2.23735 2.56079 0.10 -0.13 0.06 -0.003
C 2.75417 -3.12476 1.95762 -0.06 0.03 0.10 0.002
C 2.98907 -3.03817 0.59906 0.00 0.01 -0.03 -0.001
C 2.30720 -2.06487 -0.11234 -0.14 0.06 0.11 0.002
N 1.46017 -1.21559 0.46133 0.22 -0.79 0.57 -0.003
H -0.64897 0.43261 4.14915 -0.02 0.01 0.02 0.000
H 1.01341 -0.08700 4.45065 -0.02 -0.01 -0.02 0.000
H -0.23955 -1.30000 4.15413 0.01 0.02 -0.01 0.000
H -1.69577 3.75037 3.15683 0.01 0.00 0.00 0.000
H -2.49804 4.27635 1.71624 0.01 0.02 0.02 0.000
H 1.69939 -2.27936 3.62630 0.02 -0.01 -0.03 0.000
H 3.26321 -3.86951 2.55713 -0.01 0.02 -0.01 0.000
H 3.69108 -3.68905 0.09747 -0.03 -0.02 0.01 0.000
H 2.45708 -1.94883 -1.18410 -0.07 -0.01 0.04 0.002
O -1.63797 -0.61471 -1.01647 -0.47 -0.08 0.31 0.023
C -2.45904 -0.65803 -2.19011 0.27 0.04 0.14 0.001
C -2.09589 -1.92001 -2.94590 0.11 -0.25 0.02 0.022
C -2.79827 -1.83797 -4.30250 -0.08 -0.13 -0.10 0.004
O -2.67401 -3.02651 -5.08486 0.03 0.16 0.13 0.002
C -0.57258 -2.04404 -3.14827 -0.07 0.17 -0.04 -0.007
Se 0.34209 -0.44187 -3.88191 0.00 -0.14 0.10 0.000
C -2.65706 -3.13759 -2.17630 0.00 0.11 -0.13 -0.043
Se -1.90067 -3.44976 -0.41415 0.07 0.00 0.10 0.980
H -2.04055 0.02215 -0.39369 0.02 0.05 -0.13 0.002
H -2.26159 0.21794 -2.81116 0.03 0.04 -0.02 0.004
H -3.51572 -0.66651 -1.90704 -0.02 -0.04 0.02 -0.001
H -2.38748 -0.98033 -4.84084 0.01 0.04 -0.02 -0.001
H -3.87086 -1.68251 -4.16143 -0.01 -0.04 0.00 0.000
H -1.74304 -3.10292 -5.31934 -0.01 0.01 -0.08 0.000
H -0.38131 -2.87928 -3.82529 0.04 -0.04 0.03 0.001
H -0.10895 -2.31836 -2.20456 -0.01 0.01 0.06 -0.001
H -2.46764 -4.04767 -2.74753 0.03 0.00 -0.01 0.028
H -3.73454 -3.02700 -2.05657 -0.03 -0.01 -0.08 -0.015
Cl 4.14637 0.58376 1.18986 -0.01 0.09 0.06 0.000
Ge 2.97236 2.44781 1.88194 0.13 -0.05 -0.05 0.000
Cl 4.72234 3.89051 2.06746 -0.01 -0.02 -0.01 0.000
Cl 2.47991 3.05612 -0.41046 0.54 0.72 0.22 0.000
Cl 0.89051 5.23005 1.95232 0.01 0.20 0.09 0.000
C 2.12550 6.37542 1.40676 -0.10 0.04 0.03 0.000
Cl 2.17121 7.86743 2.38645 -0.05 -0.18 -0.08 0.000
H 1.88882 6.65482 0.38919 0.01 0.01 -0.03 0.000
H 3.08952 5.89068 1.48209 0.07 -0.03 0.02 0.000
```
Forces are in eV/Å.



Question: Among the records above, which one has the highest charge?
Answer: C6H6N2



Question: Which of these has the lowest charge?
Answer: C14H21BaCl5GeN4O2SSe2



Question: Number 6 is which compound?
Answer: C14H21BaCl5GeN4O2SSe2



Question: charge of number 4 (C6H7NO)?
Answer: 0